Entry 1:
The following is a quantum chemistry calculation of a 6-piece molecular cluster, C40H90BrN5 overall at a distorted geometry, from the OMol25 dataset.

```
136
Properties=species:S:1:pos:R:3
C -3.13 5.00 6.13
C -1.71 5.55 5.78
C -1.68 6.37 4.53
N -0.49 7.34 4.36
C -0.35 7.73 2.89
C -0.66 8.68 5.21
C 0.67 9.16 5.72
C 1.65 8.02 5.35
C 0.86 6.79 4.88
H -3.80 5.81 6.40
H -2.95 4.32 6.97
H -3.58 4.38 5.36
H -0.96 4.76 5.76
H -1.49 6.28 6.56
H -2.57 6.97 4.36
H -1.46 5.62 3.77
H 0.55 8.33 2.85
H -1.18 8.26 2.42
H -0.41 6.80 2.31
H -1.25 9.43 4.68
H -1.24 8.36 6.07
H 1.08 10.02 5.18
H 0.59 9.38 6.78
H 2.28 8.31 4.51
H 2.29 7.80 6.21
H 1.22 6.19 4.05
H 0.73 6.07 5.69
C 4.78 -4.80 -5.77
C 3.37 -4.26 -5.35
C 2.86 -3.16 -6.34
N 1.55 -2.47 -5.80
C 1.82 -1.82 -4.41
C 0.23 -3.26 -5.80
C -0.93 -2.34 -6.27
C -0.28 -0.99 -6.44
C 1.19 -1.35 -6.81
H 4.64 -5.22 -6.77
H 5.07 -5.65 -5.16
H 5.54 -4.02 -5.71
H 3.33 -3.89 -4.32
H 2.59 -5.02 -5.46
H 2.69 -3.45 -7.38
H 3.63 -2.40 -6.44
H 2.77 -1.30 -4.42
H 1.76 -2.58 -3.64
H 1.09 -1.03 -4.20
H 0.20 -3.74 -4.82
H 0.43 -4.01 -6.56
H -1.75 -2.45 -5.56
H -1.38 -2.72 -7.19
H -0.38 -0.38 -5.54
H -0.74 -0.51 -7.30
H 1.84 -0.52 -6.53
H 1.43 -1.63 -7.84
C 1.11 5.18 -5.60
C 0.83 5.61 -7.12
C 2.14 5.80 -8.03
N 1.81 6.16 -9.53
C 1.47 7.73 -9.58
C 0.71 5.34 -10.25
C 1.39 4.65 -11.41
C 2.83 4.43 -10.88
C 3.09 5.89 -10.37
H 1.55 5.99 -5.03
H 1.75 4.30 -5.57
H 0.29 4.87 -4.95
H 0.41 6.59 -6.91
H -0.02 5.12 -7.60
H 2.68 4.85 -8.01
H 2.78 6.59 -7.64
H 0.45 7.81 -9.21
H 1.53 7.92 -10.65
H 2.24 8.19 -8.97
H -0.02 6.06 -10.60
H 0.28 4.65 -9.53
H 1.35 5.22 -12.34
H 1.02 3.66 -11.70
H 3.57 4.20 -11.65
H 3.11 3.71 -10.12
H 3.12 6.68 -11.11
H 3.95 5.99 -9.70
C -5.27 -9.10 4.65
C -6.06 -7.94 4.09
C -5.36 -7.43 2.78
N -5.96 -6.15 2.16
C -7.48 -6.10 2.25
C -5.35 -4.91 2.84
C -4.41 -4.20 1.89
C -4.93 -4.58 0.55
C -5.42 -6.04 0.71
H -4.36 -8.72 5.10
H -5.07 -9.84 3.87
H -5.78 -9.58 5.48
H -6.22 -7.20 4.87
H -7.05 -8.33 3.85
H -5.48 -8.21 2.02
H -4.33 -7.08 2.89
H -7.91 -6.97 1.75
H -7.81 -5.20 1.71
H -7.83 -5.93 3.27
H -6.08 -4.18 3.16
H -4.96 -5.19 3.82
H -4.48 -3.12 2.02
H -3.34 -4.40 1.96
H -5.80 -4.02 0.19
H -4.21 -4.43 -0.26
H -6.16 -6.39 -0.01
H -4.54 -6.66 0.57
C 5.54 -4.89 9.05
C 4.67 -4.58 7.81
C 3.58 -3.50 8.03
N 2.59 -3.36 6.80
C 3.42 -3.39 5.47
C 1.82 -2.07 7.00
C 0.36 -2.44 7.32
C 0.43 -3.95 7.63
C 1.51 -4.45 6.72
H 6.38 -5.46 8.66
H 4.97 -5.38 9.84
H 5.91 -3.96 9.48
H 4.25 -5.54 7.52
H 5.28 -4.42 6.92
H 4.09 -2.55 8.18
H 3.02 -3.73 8.94
H 3.67 -4.41 5.21
H 4.25 -2.71 5.66
H 2.86 -2.97 4.63
H 1.71 -1.46 6.10
H 2.22 -1.38 7.74
H -0.13 -2.18 6.38
H -0.08 -1.98 8.20
H -0.50 -4.45 7.36
H 0.71 -4.25 8.63
H 1.19 -4.56 5.68
H 1.95 -5.42 6.95
Br 0.18 1.40 1.03
```

Results
Orbital gap in eV: 5.55
E_HOMO in eV: -11.64
LUMO level in eV: -6.1
ΔE to the lowest compared entry with this formula, charge and spin in kJ/mol: 324.5
Total energy in hartree: -4424.5305
Strongest force on any atom in eV Å⁻¹: 3.0
Net charge: +4

---

Entry 2:
The following is a quantum chemistry calculation of one molecule with the formula C2H3N3O at a distorted geometry, from the OMol25 dataset.

```
9
Properties=species:S:1:pos:R:3
O -1.94 -0.40 -0.16
C -0.65 -0.02 -0.12
N 0.03 1.15 -0.01
C 1.26 0.85 0.22
N 1.53 -0.42 0.15
N 0.24 -0.96 -0.06
H -2.71 0.21 -0.28
H 2.06 1.58 0.67
H -0.09 -1.90 -0.31
```

Results
SMILES: Oc1ncn[nH]1
Orbital gap in eV: 9.95
E_HOMO in eV: -9.51
LUMO level in eV: 0.4
ΔE to the lowest compared entry with this formula, charge and spin in kJ/mol: 134.8
Total energy in hartree: -317.4810
Strongest force on any atom in eV Å⁻¹: 6.0
Net charge: 0

---

Entry 3:
The following is a quantum chemistry calculation of a 2-piece molecular cluster, CH3FOS overall at a distorted geometry, from the OMol25 dataset.

```
7
Properties=species:S:1:pos:R:3
C 0.08 -0.11 0.74
O -1.77 0.83 -0.85
F 1.52 -0.79 -2.31
S -0.39 1.09 -0.53
H 0.53 0.42 1.58
H 0.82 -0.77 0.31
H -0.79 -0.67 1.06
```

Results
Orbital gap (spin up / spin down) in eV: 5.09 / 6.38
E_HOMO (spin up / spin down) in eV: -9.17 / -10.16
LUMO level (spin up / spin down) in eV: -4.1 / -3.8
ΔE to the lowest compared entry with this formula, charge and spin in kJ/mol: 419.9
Total energy in hartree: -613.0204
Strongest force on any atom in eV Å⁻¹: 1.9
Net charge: 0

---

Entry 4:
The following is a quantum chemistry calculation of one molecule with the formula C5H10O, from the OMol25 dataset.

```
16
Properties=species:S:1:pos:R:3
C 1.25 0.97 0.14
C 0.30 0.80 -1.05
C -0.47 -0.53 -1.02
C -1.18 -0.75 0.32
C -0.29 -0.81 1.53
O -0.51 -0.24 2.57
H 0.72 0.93 1.09
H 1.73 1.95 0.15
H 2.02 0.20 0.15
H 0.87 0.88 -1.98
H -0.42 1.63 -1.05
H -1.22 -0.53 -1.82
H 0.21 -1.37 -1.24
H -1.93 0.02 0.50
H -1.70 -1.72 0.31
H 0.63 -1.44 1.41
```

Results
SMILES: CCCCC=O
Orbital gap in eV: 10.78
E_HOMO in eV: -9.73
LUMO level in eV: 1.1
ΔE to the lowest compared entry with this formula, charge and spin in kJ/mol: 59.1
Total energy in hartree: -271.7301
Strongest force on any atom in eV Å⁻¹: 0.6
Net charge: 0

---

Entry 5:
The following is a quantum chemistry calculation of C27H16IrN6O5S5 as an isolated structure at a distorted geometry, from the OMol25 dataset.

```
60
Properties=species:S:1:pos:R:3
Ir -0.45 0.70 1.35
O 4.49 -2.76 1.26
C 4.88 -1.50 1.33
O 6.03 -1.16 1.37
C 3.79 -0.48 1.39
C 4.02 0.87 1.51
N 2.82 1.48 1.52
N 1.82 0.59 1.42
C 2.40 -0.60 1.34
C 1.53 -1.81 1.16
O 2.09 -2.90 1.03
O 0.29 -1.57 1.13
H 3.50 -2.84 1.25
H 4.95 1.41 1.58
H 2.62 2.46 1.60
S -1.79 -0.51 5.47
C -0.38 0.55 5.65
C 0.10 1.00 4.43
C -0.59 0.54 3.33
C -1.70 -0.34 3.75
C -2.50 -0.92 2.79
C -3.58 -1.82 3.01
C -4.27 -2.33 1.94
C -3.88 -1.96 0.63
C -2.83 -1.09 0.47
N -2.16 -0.57 1.49
H -0.02 0.77 6.63
H 0.96 1.67 4.37
H -3.85 -2.08 4.02
H -5.09 -3.01 2.09
H -4.40 -2.35 -0.23
H -2.51 -0.77 -0.51
O -2.77 7.56 1.64
C -2.43 6.43 1.52
S -3.55 5.05 1.49
C -2.34 3.79 1.43
C -1.01 4.21 1.45
S 0.31 3.17 1.40
S -0.72 5.92 1.55
S -2.80 2.18 1.35
N 1.98 -3.94 -8.01
C 1.65 -3.28 -7.13
C 1.24 -2.44 -6.04
C 0.71 -1.18 -6.30
C 0.31 -0.37 -5.25
C 0.43 -0.82 -3.94
C 0.96 -2.08 -3.68
C 1.37 -2.89 -4.73
N 0.02 0.01 -2.87
C -0.55 1.27 -2.96
C -0.78 1.68 -1.69
N -0.36 0.71 -0.82
C 0.11 -0.27 -1.55
H 0.61 -0.83 -7.32
H -0.10 0.60 -5.47
H 1.07 -2.45 -2.67
H 1.78 -3.86 -4.53
H -0.74 1.76 -3.90
H -1.20 2.61 -1.34
H 0.48 -1.20 -1.15
```

Results
Orbital gap (spin up / spin down) in eV: 5.10 / 6.50
E_HOMO (spin up / spin down) in eV: -5.78 / -9.04
LUMO level (spin up / spin down) in eV: -0.7 / -2.5
ΔE to the lowest compared entry with this formula, charge and spin in kJ/mol: 0.0
Total energy in hartree: -3838.4702
Strongest force on any atom in eV Å⁻¹: 1.5
2S+1: 6
Net charge: 0

---

Entry 6:
The following is a quantum chemistry calculation of a 2-piece molecular cluster, C4H8N2O2S overall at a distorted geometry, from the OMol25 dataset.

```
17
Properties=species:S:1:pos:R:3
C -1.48 0.83 0.20
C -1.60 0.09 -0.94
C -0.78 2.08 -0.01
C -0.45 1.84 -1.47
N -0.91 0.76 -1.99
N 2.29 -2.34 1.39
O 1.05 -1.66 -0.51
O 0.73 -0.47 1.75
S 0.75 -1.76 1.06
H -1.78 0.46 1.16
H -2.06 -0.79 -1.19
H -1.33 3.01 0.21
H 0.23 2.20 0.47
H 0.47 -0.96 -0.91
H 0.11 2.56 -2.14
H 2.33 -2.78 2.20
H 2.42 -3.07 0.72
```

Results
Orbital gap in eV: 9.93
E_HOMO in eV: -9.24
LUMO level in eV: 0.7
ΔE to the lowest compared entry with this formula, charge and spin in kJ/mol: 243.6
Total energy in hartree: -815.3142
Strongest force on any atom in eV Å⁻¹: 5.6
Net charge: 0

---

Entry 7:
The following is a quantum chemistry calculation of C24H38OPRu as an isolated structure at a distorted geometry, from the OMol25 dataset.

```
65
Properties=species:S:1:pos:R:3
C 1.49 -2.04 0.46
C 1.95 -1.26 -0.64
C 0.97 -1.35 -1.70
C -0.12 -2.18 -1.23
C 0.19 -2.56 0.14
Ru -0.12 -0.50 0.01
C -1.75 1.67 -1.59
C -1.60 0.99 -0.22
H -1.61 1.73 0.60
C -2.12 -0.32 0.14
H -2.73 -0.85 -0.60
H -2.45 -0.42 1.18
C -2.70 2.88 -1.50
H -2.31 3.62 -0.79
H -2.81 3.37 -2.47
H -3.69 2.55 -1.16
C -2.33 0.71 -2.63
H -1.68 -0.17 -2.75
H -3.32 0.37 -2.31
H -2.44 1.19 -3.61
C 3.25 -0.53 -0.71
H 3.38 0.11 0.17
H 4.09 -1.23 -0.73
H 3.30 0.11 -1.59
C 1.15 -0.84 -3.09
H 1.67 0.12 -3.08
H 1.74 -1.54 -3.69
H 0.19 -0.68 -3.59
C -1.23 -2.74 -2.05
H -1.28 -2.25 -3.03
H -1.10 -3.82 -2.23
H -2.19 -2.61 -1.54
C -0.63 -3.44 1.00
H -1.68 -3.44 0.68
H -0.28 -4.48 0.96
H -0.60 -3.10 2.04
C 2.25 -2.32 1.70
H 1.58 -2.59 2.52
H 2.97 -3.15 1.56
H 2.84 -1.45 2.00
C 0.73 2.19 -1.15
C -0.35 2.17 -2.04
C 2.00 2.55 -1.58
C -0.16 2.61 -3.35
H 0.60 1.83 -0.11
C 2.21 2.93 -2.91
H 2.83 2.53 -0.87
C 1.12 2.97 -3.79
H -1.01 2.67 -4.03
H 3.20 3.21 -3.25
H 1.26 3.27 -4.82
C 1.30 0.17 5.17
P 0.06 0.27 3.86
C -1.05 -1.14 4.09
C -0.95 1.72 4.17
O 0.66 0.26 2.47
H 2.23 -0.31 4.83
H 0.87 -0.42 5.99
H 1.51 1.19 5.53
H -1.47 -1.08 5.10
H -1.86 -1.10 3.36
H -0.50 -2.08 3.99
H -0.58 2.55 3.55
H -1.98 1.48 3.90
H -0.92 2.01 5.23
```

Results
Orbital gap (spin up / spin down) in eV: 7.67 / 7.13
E_HOMO (spin up / spin down) in eV: -9.51 / -11.71
LUMO level (spin up / spin down) in eV: -1.8 / -4.6
Total energy in hartree: -1448.5048
Strongest force on any atom in eV Å⁻¹: 5.2
2S+1: 5
Net charge: +1

---

Entry 8:
The following is a quantum chemistry calculation of C39H19N9O4Sc as an isolated structure at a distorted geometry, from the OMol25 dataset.

```
72
Properties=species:S:1:pos:R:3
Sc -0.24 0.33 0.24
C 4.55 -0.64 -4.25
C 5.16 0.43 -3.61
C 4.68 0.92 -2.41
C 3.54 0.33 -1.88
C 2.74 0.60 -0.70
N 1.68 -0.25 -0.66
C 1.75 -1.08 -1.73
N 0.91 -2.06 -2.02
C -0.08 -2.42 -1.22
C -1.00 -3.51 -1.52
C -1.19 -4.34 -2.61
C -2.21 -5.27 -2.55
C -3.04 -5.38 -1.44
C -2.86 -4.55 -0.34
C -1.83 -3.62 -0.39
C -1.41 -2.57 0.53
N -2.03 -2.37 1.67
C -1.83 -1.31 2.44
N -0.95 -0.29 2.25
C -1.09 0.59 3.27
N -0.38 1.69 3.45
C 0.65 2.00 2.68
N 1.18 1.25 1.67
C 2.25 1.91 1.16
N 3.03 1.57 0.15
C 2.44 3.16 1.87
C 3.33 4.21 1.71
C 3.18 5.31 2.53
C 2.16 5.38 3.48
C 1.26 4.34 3.64
C 1.41 3.23 2.83
C -2.15 0.15 4.16
C -2.74 0.70 5.29
C -3.79 0.01 5.87
C -4.23 -1.20 5.36
C -3.64 -1.77 4.25
C -2.61 -1.07 3.64
N -0.36 -1.89 0.00
C 2.91 -0.74 -2.54
C 3.43 -1.25 -3.72
H 4.96 -1.00 -5.19
H 6.03 0.89 -4.06
H 5.14 1.76 -1.91
H -0.57 -4.24 -3.49
H -2.38 -5.93 -3.39
H -3.83 -6.12 -1.43
H -3.51 -4.59 0.52
H 4.10 4.16 0.95
H 3.85 6.15 2.42
H 2.06 6.26 4.09
H 0.46 4.39 4.36
H -2.39 1.65 5.68
H -4.28 0.42 6.75
H -5.06 -1.71 5.84
H -3.96 -2.72 3.85
H 2.96 -2.09 -4.21
O 1.32 3.40 -2.29
C 0.62 2.55 -1.78
O 0.29 2.40 -0.56
C -0.10 1.50 -2.67
C -0.27 1.49 -4.05
C -1.17 0.59 -4.60
C -1.95 -0.20 -3.76
C -1.74 -0.11 -2.39
N -0.79 0.67 -1.90
C -2.66 -0.59 -1.24
O -3.59 -1.35 -1.47
O -2.34 -0.04 -0.14
H 0.28 2.19 -4.66
H -1.30 0.54 -5.67
H -2.72 -0.85 -4.15
```

Results
Orbital gap (spin up / spin down) in eV: 4.94 / 4.94
E_HOMO (spin up / spin down) in eV: -3.85 / -3.85
LUMO level (spin up / spin down) in eV: 1.1 / 1.1
Total energy in hartree: -3052.5413
Strongest force on any atom in eV Å⁻¹: 1.0
Net charge: -1